1.
{"formula": "C15H20BF16IN2O5", "method": "the ωB97M-V functional and the def2-TZVPD basis", "elements": ["C", "O", "C", "I", "B", "O", "O", "C", "N", "C", "C", "N", "H", "H", "H", "H", "H", "H", "H", "H", "H", "H", "H", "H", "C", "C", "C", "F", "F", "F", "F", "O", "C", "C", "F", "F", "F", "F", "H", "H", "H", "H", "C", "C", "C", "F", "F", "F", "F", "O", "C", "C", "F", "F", "F", "F", "H", "H", "H", "H"], "xyz": [[-2.866370, 1.132869, -5.913186], [-2.864010, 0.841883, -4.521946], [-2.507439, -0.426689, -4.064553], [-0.846023, -1.357389, -5.185677], [-3.668540, -1.517467, -4.252285], [-3.937297, -2.505214, -3.340470], [-4.423321, -1.439268, -5.387607], [-2.058899, -0.225251, -2.613020], [-3.267630, 0.185610, -1.893280], [-0.902257, 0.780397, -2.476597], [0.493396, 0.218772, -2.350762], [0.843444, -0.790162, -1.671103], [-3.442815, 2.047390, -6.028519], [-1.845906, 1.303619, -6.260900], [-3.334521, 0.340570, -6.491604], [-3.171639, -2.951798, -2.967482], [-4.755343, -2.306775, -5.651341], [-1.750010, -1.196421, -2.220711], [-3.501153, 1.133673, -2.164047], [-3.088347, 0.166869, -0.897868], [-1.057411, 1.329862, -1.545219], [-0.946277, 1.519467, -3.276047], [1.288313, 0.777937, -2.845626], [0.027749, -1.240194, -1.248743], [2.007328, -2.742986, 2.075780], [2.987924, -1.593686, 1.810082], [3.795689, -1.641532, 0.507725], [4.587938, -2.733610, 0.479571], [4.585020, -0.545585, 0.450633], [3.801828, -1.412748, 2.865395], [2.202190, -0.471148, 1.693025], [2.450015, -3.778500, 2.930476], [3.119212, -4.875006, 2.472675], [4.521176, -4.994209, 3.095249], [5.249127, -3.891961, 2.840217], [5.147053, -6.059612, 2.548647], [3.167747, -4.925619, 1.131436], [2.435342, -5.970688, 2.891186], [1.188480, -2.279972, 2.624826], [1.606436, -3.127323, 1.137292], [3.119422, -1.645374, -0.352733], [4.433977, -5.135106, 4.174019], [-0.264124, 3.700703, 4.169376], [0.316969, 4.809323, 3.282375], [-0.653469, 5.592990, 2.388098], [-1.255425, 4.776185, 1.498628], [0.044199, 6.522867, 1.702653], [1.342239, 4.340631, 2.550084], [0.809135, 5.745417, 4.152418], [-0.162530, 2.374517, 3.684431], [-1.107924, 1.807602, 2.887167], [-0.532212, 1.388405, 1.525051], [0.001695, 2.440078, 0.881088], [-1.549563, 0.904151, 0.760112], [-2.198200, 2.581504, 2.743604], [-1.510965, 0.655439, 3.482618], [0.364786, 3.707858, 5.057675], [-1.280467, 3.945608, 4.478567], [-1.413247, 6.093355, 2.993771], [0.225505, 0.615739, 1.655376]], "atomic_forces_ev_per_a": [[-0.2, 0.0, 0.0], [0.3, 0.0, -0.1], [-0.4, 0.2, 0.1], [0.2, 0.0, 0.0], [0.1, 0.0, 0.1], [0.3, -0.6, -0.5], [0.2, -0.1, -0.1], [-0.1, 0.1, 0.0], [0.1, -0.1, -0.1], [0.2, 0.0, 0.1], [0.0, -0.1, 0.0], [0.1, -0.1, 0.2], [0.0, 0.0, 0.0], [0.0, 0.0, 0.0], [0.0, 0.0, 0.0], [0.0, 0.3, 0.3], [-0.3, 0.2, 0.2], [-0.1, 0.0, 0.0], [-0.1, 0.0, 0.1], [-0.1, 0.1, 0.0], [-0.1, 0.1, 0.0], [0.0, -0.1, -0.1], [0.0, 0.0, 0.0], [0.0, 0.0, 0.0], [-0.4, -0.1, 0.0], [0.1, -0.1, 0.1], [-0.2, 0.1, -0.1], [0.0, 0.0, 0.0], [0.0, 0.0, 0.0], [0.0, 0.0, 0.0], [0.0, 0.0, 0.0], [0.4, 0.2, 0.1], [-0.2, -0.2, 0.0], [-0.1, 0.0, 0.0], [0.0, 0.0, 0.0], [0.0, 0.0, 0.0], [0.0, 0.0, 0.0], [0.0, 0.0, -0.1], [0.0, 0.0, 0.0], [0.1, 0.0, 0.0], [0.0, 0.0, 0.0], [0.0, 0.0, 0.0], [-0.1, -0.1, 0.3], [0.0, 0.0, -0.1], [0.0, 0.0, 0.1], [0.0, 0.0, 0.0], [0.0, 0.0, 0.0], [0.0, 0.0, 0.0], [0.0, 0.0, 0.0], [0.3, 0.1, -0.4], [-0.1, -0.1, 0.2], [0.1, 0.0, 0.0], [0.0, 0.0, 0.0], [0.0, -0.1, 0.1], [0.0, 0.0, 0.0], [-0.1, 0.0, 0.0], [0.0, 0.0, 0.0], [0.0, 0.0, -0.1], [0.0, 0.0, 0.0], [0.0, 0.0, 0.0]], "lowdin_charge": [-0.105, -0.191, -0.654, 0.999, -0.782, 0.167, 0.159, -0.412, 0.080, -0.151, -0.274, 0.094, 0.098, 0.066, 0.078, 0.106, 0.123, 0.116, 0.091, 0.068, 0.100, 0.115, 0.107, 0.041, -0.040, -0.434, -0.306, 0.094, 0.099, 0.143, 0.074, 0.053, -0.546, -0.287, 0.104, 0.100, 0.154, 0.136, 0.147, 0.148, 0.150, 0.174, -0.036, -0.444, -0.307, 0.094, 0.103, 0.145, 0.097, 0.058, -0.543, -0.270, 0.109, 0.074, 0.152, 0.138, 0.151, 0.148, 0.173, 0.153], "e_homo_ev": -9.31, "e_tot_ev": -81355.9812, "e_lumo_ev": 0.204}



2.
{"formula": "C15H20Cl2N4O2", "method": "the ωB97M-V functional and the def2-TZVPD basis", "elements": ["O", "Cl", "Cl", "N", "O", "C", "C", "C", "C", "C", "C", "C", "C", "N", "N", "N", "C", "C", "C", "C", "C", "C", "C", "H", "H", "H", "H", "H", "H", "H", "H", "H", "H", "H", "H", "H", "H", "H", "H", "H", "H", "H", "H"], "xyz": [[4.083812, 3.647488, -2.082579], [-3.365094, -0.371349, 5.118452], [-6.033089, -1.366730, 2.300732], [1.015312, 1.384262, -0.936055], [2.345069, 3.707316, -0.755912], [3.213906, 3.067700, -1.579420], [2.088920, 0.769819, -1.455101], [0.005259, -1.866465, -0.567395], [-1.145886, -1.717126, 0.203807], [-1.031012, 0.672051, 0.081174], [0.077463, 0.448978, -0.703415], [0.639585, -0.766309, -1.108307], [-1.720966, -0.454770, 0.475985], [1.785528, -0.542567, -1.848509], [-2.857015, -0.283343, 1.152116], [4.371611, 1.001767, -2.552301], [2.734730, -1.636749, -2.286378], [4.169565, 1.275909, -0.140896], [-2.579023, -0.919999, 3.563925], [-4.998751, -1.634166, 0.925200], [-2.904355, 0.225256, 2.520656], [-4.212678, -0.376408, 0.436000], [3.459129, 1.536575, -1.518842], [1.610911, 3.007660, -0.727443], [0.424278, -2.897944, -0.666576], [-1.582342, -2.704733, 0.524090], [-1.176792, 1.698288, 0.406802], [5.152038, 1.568744, -2.435184], [4.051605, 0.987830, -3.505700], [2.235981, -2.539616, -2.305313], [2.855961, -1.258676, -3.323998], [3.660379, -1.672352, -1.610616], [3.875160, 1.967553, 0.654020], [4.012887, 0.263177, 0.248096], [5.212605, 1.399918, -0.340031], [-1.499165, -1.032513, 3.760866], [-2.950926, -1.907646, 3.264326], [-4.247913, -2.354834, 1.239414], [-5.609291, -1.985879, 0.062843], [-3.924167, 0.635387, 2.811419], [-2.214661, 1.039363, 2.699289], [-4.103579, -0.405557, -0.680668], [-4.924991, 0.390691, 0.681428]], "atomic_forces_ev_per_a": [[2.9, 2.6, -2.5], [0.4, -0.6, -0.3], [-0.5, 0.3, 0.6], [3.4, 1.0, -0.9], [-0.8, -2.1, -1.3], [-0.6, -0.9, 2.6], [-0.6, 1.3, -1.0], [0.5, -2.0, -0.3], [-0.2, -1.2, -0.4], [0.8, -0.5, -0.7], [1.1, 0.1, 0.1], [-2.4, -0.9, 0.2], [2.4, -0.1, -1.2], [1.0, 0.1, 2.7], [-6.0, 0.5, 1.6], [-2.1, -0.8, 1.5], [1.0, 3.9, 0.2], [-0.6, 0.0, -0.1], [0.0, 1.0, -0.1], [1.0, -0.2, -2.0], [-0.8, -1.1, 0.6], [1.0, -1.4, 0.7], [-2.3, -2.2, 0.1], [0.0, 0.7, 0.7], [-0.4, 0.9, -0.1], [0.1, 1.5, 0.0], [-0.6, -0.3, 0.0], [1.9, 1.0, -0.5], [-0.3, 0.5, -0.1], [-1.2, -1.8, 0.1], [1.1, -1.1, 0.6], [-1.3, 0.1, -1.4], [-0.1, 0.0, -0.3], [0.0, 0.1, -0.4], [0.8, 0.1, 0.1], [-0.5, 0.2, -0.1], [-0.3, 0.5, 0.2], [-0.3, -0.4, -0.3], [0.3, -0.1, 0.8], [1.1, -0.7, -0.8], [0.4, 0.3, -0.1], [0.3, -0.1, 1.1], [0.4, 1.2, 0.1]], "lowdin_charge": [0.148, 0.501, 0.594, 0.140, 0.084, -0.520, -0.146, -0.026, -0.006, 0.072, -0.234, -0.192, -0.321, 0.018, -0.142, 0.101, 0.023, 0.011, -0.524, -0.617, -0.242, -0.162, -0.355, 0.081, 0.119, 0.125, 0.137, 0.049, 0.090, 0.044, 0.097, 0.118, 0.097, 0.088, 0.076, 0.070, 0.060, 0.051, 0.079, 0.096, 0.103, 0.134, 0.084], "e_homo_ev": -8.41, "smiles": "Cn1c([C@@](C)(N)C(=O)O)nc2cc(N(CCCl)CCCl)ccc21", "e_above_lowest_kj_mol": 221.5, "e_tot_ev": -50978.2239, "e_lumo_ev": 0.420}



3.
{"formula": "C15H20F5O2TeTl", "method": "the ωB97M-V functional and the def2-TZVPD basis", "elements": ["Tl", "C", "C", "C", "H", "C", "C", "H", "H", "H", "H", "C", "C", "C", "H", "C", "C", "H", "H", "H", "H", "O", "C", "C", "C", "C", "C", "H", "H", "H", "H", "H", "H", "H", "H", "H", "H", "F", "Te", "F", "F", "F", "F", "O"], "xyz": [[2.155310, 0.271119, -0.462356], [0.421695, 3.147622, 0.185724], [0.089183, 2.886557, -1.191479], [-1.141604, 2.144411, -1.216904], [0.645627, 3.218050, -2.048628], [-1.585576, 1.967822, 0.142918], [-0.617438, 2.590391, 1.001118], [-0.661523, 2.629443, 2.075138], [1.288012, 3.665483, 0.532783], [-1.655150, 1.808934, -2.095420], [-2.475456, 1.469543, 0.454151], [1.274714, -1.224336, 2.323601], [0.553929, -0.193331, 2.987483], [-0.808453, -0.308501, 2.621576], [0.972529, 0.554051, 3.655206], [-0.947406, -1.434482, 1.766314], [0.345781, -1.998340, 1.574300], [0.575305, -2.878704, 0.975061], [2.349395, -1.397160, 2.397755], [-1.617976, 0.351262, 2.941921], [-1.882127, -1.808514, 1.349597], [0.719203, -0.523592, -1.683904], [-2.261145, -2.236003, -2.145653], [-1.349370, -1.779804, -3.246937], [-3.082409, -1.190077, -1.514294], [-1.804658, -3.418037, -1.394449], [0.009092, -0.962811, -2.946223], [-1.906775, -1.177033, -3.994556], [-1.041656, -2.642404, -3.872410], [0.807237, -1.509939, -3.410973], [-0.079167, -0.017400, -3.452065], [-4.169905, -1.455596, -1.569062], [-2.905965, -0.166370, -1.976866], [-2.830261, -0.999462, -0.416836], [-2.483644, -4.288957, -1.599546], [-1.731772, -3.277798, -0.269840], [-0.742811, -3.701169, -1.675582], [3.860212, 0.451329, 3.290974], [3.999817, 1.939566, 2.102835], [5.876814, 2.096703, 2.349335], [2.076893, 1.933216, 2.073316], [3.805855, 3.000113, 3.665789], [3.887110, 3.585210, 1.145094], [4.068533, 0.878997, 0.571993]], "atomic_forces_ev_per_a": [[-0.1, 0.1, 0.7], [-0.9, -0.3, -3.0], [0.8, 0.8, 3.1], [-1.1, -0.3, 3.0], [0.2, -0.1, -0.1], [1.2, 0.9, -2.2], [-0.4, -0.5, -1.2], [0.0, 0.0, 0.1], [0.3, 0.1, 0.1], [-0.1, -0.2, -0.2], [-0.3, -0.3, 0.1], [-0.3, 0.1, 0.2], [0.0, -0.4, -0.3], [0.0, -0.4, -0.1], [-0.1, -0.2, -0.2], [0.5, 0.0, 0.1], [-0.5, 0.4, 0.4], [0.0, 0.2, 0.1], [-0.3, 0.0, 0.0], [0.2, -0.2, 0.0], [0.2, 0.1, 0.1], [-4.4, -2.6, -3.3], [1.6, 1.0, -0.4], [0.1, -0.1, -0.4], [-0.6, 1.5, 1.1], [0.8, -1.3, 1.1], [1.6, 1.1, 1.7], [0.1, 0.1, 0.6], [0.0, 0.0, 0.5], [0.2, -0.5, -0.8], [-0.4, 0.4, -0.7], [0.5, 0.4, 0.1], [-0.4, -1.3, 0.2], [-0.2, -0.5, -1.2], [0.6, 0.3, 0.3], [-0.4, 0.0, -1.2], [-1.2, 0.2, 0.1], [0.4, 0.6, 0.1], [-1.4, -1.9, -1.5], [0.2, 0.3, 0.4], [1.2, 0.5, 0.3], [0.3, -0.2, -0.4], [0.3, 0.1, 0.4], [1.8, 1.8, 2.5]], "lowdin_charge": [0.963, -0.145, -0.130, -0.103, 0.080, -0.108, -0.072, 0.091, 0.063, 0.069, 0.066, -0.242, -0.207, -0.208, 0.065, -0.208, -0.212, 0.062, 0.060, 0.061, 0.037, -0.594, -0.348, -0.190, -0.094, -0.096, -0.254, 0.090, 0.087, 0.063, 0.062, 0.070, 0.076, 0.076, 0.069, 0.072, 0.094, -0.413, 1.758, -0.444, -0.429, -0.408, -0.430, -0.796], "total_charge": -2, "e_homo_ev": [-0.33, -0.19], "e_above_lowest_kj_mol": 349.6, "e_tot_ev": -45542.2368, "e_lumo_ev": [4.619, 3.833]}



4.
{"formula": "C15H20N2O", "method": "the ωB97M-V functional and the def2-TZVPD basis", "elements": ["O", "C", "C", "C", "N", "C", "C", "C", "C", "C", "C", "H", "H", "H", "H", "H", "H", "C", "N", "C", "C", "C", "C", "C", "H", "H", "H", "H", "H", "H", "H", "H", "H", "H", "H", "H", "H", "H"], "xyz": [[-0.045749, 2.358629, 1.881366], [-0.052112, 2.398290, 0.474131], [-1.135927, 1.576385, -0.163756], [-1.586718, 1.778133, -1.437186], [-2.524316, 0.839367, -1.766301], [-2.711384, 0.011564, -0.700155], [-3.553824, -1.084376, -0.565162], [-3.547065, -1.753450, 0.638254], [-2.729069, -1.330222, 1.688414], [-1.892939, -0.244077, 1.560923], [-1.856830, 0.447344, 0.346590], [-1.297618, 0.068038, 2.405706], [-2.759209, -1.869167, 2.624186], [-4.186981, -2.611747, 0.779055], [-4.192044, -1.395175, -1.379582], [-3.006723, 0.777476, -2.646192], [-1.294526, 2.532841, -2.142180], [1.355368, 2.070880, -0.123162], [1.807984, 0.706010, -0.197328], [1.935260, -0.012325, 1.051504], [2.916823, -1.170147, 0.866990], [2.417558, -2.098155, -0.235129], [2.201357, -1.290253, -1.510338], [1.241505, -0.134081, -1.229736], [1.103099, 0.466554, -2.131678], [0.262612, -0.552327, -0.940362], [1.792372, -1.922856, -2.300147], [3.155493, -0.884244, -1.849539], [3.135935, -2.901364, -0.409974], [1.471103, -2.551399, 0.071464], [3.024548, -1.713662, 1.807447], [3.890392, -0.765102, 0.587251], [2.315148, 0.673088, 1.813619], [0.968868, -0.431762, 1.388641], [1.384714, 2.475212, -1.138261], [2.081369, 2.623515, 0.484282], [-0.240352, 3.454746, 0.239486], [0.151866, 1.457834, 2.156853]], "atomic_forces_ev_per_a": [[-0.1, -0.2, 0.4], [0.5, 0.2, -0.7], [-0.1, 0.4, -0.2], [0.2, 0.1, 0.4], [-0.1, 0.0, -0.4], [0.2, -0.2, 0.5], [-0.1, -0.1, 0.0], [-0.1, 0.0, -0.2], [0.1, 0.0, 0.2], [0.0, -0.1, 0.1], [-0.3, -0.1, -0.4], [0.0, 0.0, 0.1], [0.0, 0.0, 0.1], [-0.1, -0.1, 0.0], [-0.1, -0.1, -0.1], [0.1, 0.0, 0.1], [0.0, 0.1, -0.1], [-0.3, 0.3, 0.3], [-0.1, 0.0, 0.1], [0.4, -0.1, 0.0], [-0.3, -0.1, 0.1], [0.2, 0.1, -0.1], [-0.3, -0.1, 0.1], [0.2, -0.2, -0.3], [-0.1, 0.0, 0.0], [0.0, 0.0, -0.1], [0.0, 0.0, -0.1], [0.0, 0.0, -0.1], [-0.1, -0.1, 0.0], [0.0, -0.1, 0.0], [0.0, 0.0, 0.0], [0.1, 0.0, 0.1], [-0.1, 0.0, 0.0], [0.0, 0.0, 0.1], [0.0, 0.1, 0.0], [-0.1, 0.1, -0.1], [0.1, -0.1, 0.0], [0.0, 0.1, 0.0]], "lowdin_charge": [-0.017, -0.309, -0.134, -0.056, 0.087, -0.217, -0.024, -0.099, -0.097, -0.033, -0.123, 0.100, 0.098, 0.098, 0.107, 0.156, 0.128, -0.130, -0.157, -0.198, -0.181, -0.209, -0.183, -0.195, 0.121, 0.118, 0.108, 0.113, 0.106, 0.112, 0.108, 0.115, 0.126, 0.114, 0.120, 0.126, 0.149, 0.052], "e_homo_ev": -7.76, "smiles": "O[C@@H](CN1CCCCC1)c1c[nH]c2ccccc12", "e_above_lowest_kj_mol": 137.6, "e_tot_ev": -20907.3557, "e_lumo_ev": 0.752}